C16H42F3O8PtS6 | wB97M-V/def2-TZVPD

The geometry in XYZ format:
```
76
Properties=species:S:1:pos:R:3
Pt 25.5541 23.7474 -15.0511
C 27.1108 25.8386 -17.3535
O 28.5647 25.8098 -17.4587
O 26.7254 24.9027 -16.5366
C 26.7416 27.2910 -17.0057
F 27.1465 27.6702 -15.7905
F 27.1495 28.1688 -17.9306
F 25.3833 27.4443 -16.9999
C 29.1310 26.0688 -18.7162
C 30.6515 25.9649 -18.6650
H 31.1703 26.8869 -18.4126
H 30.9097 25.1962 -17.9338
H 30.9917 25.6597 -19.6552
H 28.8744 27.0759 -19.0699
H 28.7581 25.4662 -19.5598
H 26.7690 25.6640 -18.3976
C 28.3730 22.7811 -11.2618
S 26.7747 22.6624 -12.1065
O 26.8965 23.6198 -13.2729
C 26.9225 20.9870 -12.7465
H 28.2946 22.5437 -10.2041
H 28.6955 23.8035 -11.4508
H 29.0839 22.1000 -11.7265
H 26.6176 20.2400 -12.0165
H 27.9570 20.8136 -13.0470
H 26.3448 20.9241 -13.6668
C 25.0965 28.0349 -13.5942
S 24.7038 26.5279 -12.7361
O 24.7061 25.3954 -13.7143
C 26.1725 26.3995 -11.7087
H 24.7215 27.9594 -14.6164
H 26.1751 28.1404 -13.7015
H 24.6936 28.9614 -13.1887
H 26.0744 27.0610 -10.8463
H 27.0555 26.6488 -12.2983
H 26.3463 25.4096 -11.2934
C 21.4722 23.5524 -13.8155
S 22.7403 22.4856 -13.1355
O 23.9938 22.7020 -13.9129
C 22.9130 23.3514 -11.5759
H 21.6006 24.5915 -13.5053
H 20.4878 23.2850 -13.4194
H 21.3859 23.5190 -14.8984
H 23.3042 24.3568 -11.7432
H 23.6452 22.8063 -10.9838
H 21.9614 23.4968 -11.0661
C 21.6288 26.4271 -16.2921
S 23.0085 25.5939 -17.1432
O 23.8061 24.8439 -16.1421
C 21.9605 24.4657 -18.1143
H 21.9670 26.7478 -15.3095
H 20.7881 25.7461 -16.1632
H 21.3695 27.2587 -16.9445
H 21.3081 25.0327 -18.7715
H 21.3857 23.8403 -17.4291
H 22.6948 23.8420 -18.6227
C 22.4360 20.8215 -16.7196
S 23.9827 21.2448 -17.5892
O 24.5627 22.3439 -16.7561
C 24.9086 19.7665 -17.1375
H 21.9679 21.7870 -16.5549
H 22.7050 20.3169 -15.7947
H 21.8596 20.1632 -17.3684
H 25.2777 19.6898 -16.1146
H 25.8331 19.8624 -17.7111
H 24.3003 18.8999 -17.3936
C 29.1720 23.3445 -15.3081
S 28.2931 21.9629 -16.0127
O 26.8626 22.0393 -15.5279
C 28.3324 22.4781 -17.7335
H 29.4058 23.0977 -14.2713
H 28.6484 24.2992 -15.3116
H 30.1185 23.4375 -15.8447
H 27.2960 22.3880 -18.0673
H 28.9798 21.8289 -18.3193
H 28.5809 23.5284 -17.8760
```

Results
2S+1: 3
E: -110050.6689 eV
total charge: +1
Kohn-Sham gap (alpha / beta): 8.33 / 8.16 eV
ΔE to the lowest compared entry with this formula, charge and spin: 7.5 kJ/mol
F_max: 1.80 eV/A